No. 1
C6H12Cl | ωB97M-V with the def2-TZVPD basis set

Positions of all 19 atoms, in Å:
Cl -0.5359 -4.2384 0.0000
H 0.5539 -3.5982 0.0000
C 1.0353 -0.4215 0.0000
C 0.2519 -0.3514 -1.1972
C -0.4503 1.0145 -1.3121
C -0.2667 1.8189 0.0000
C -0.4503 1.0145 1.3121
C 0.2519 -0.3514 1.1972
H 1.7572 -1.2914 0.0000
H 0.9639 -0.4506 -1.9978
H -0.4375 -1.2150 -1.1985
H -0.0964 1.5824 -2.1959
H -1.5083 0.7942 -1.4956
H 0.7678 2.1877 0.0000
H -0.7584 2.7946 0.0000
H -0.0964 1.5824 2.1959
H -1.5083 0.7942 1.4956
H -0.4375 -1.2150 1.1985
H 0.9639 -0.4506 1.9978

Cartesian forces, eV/Å:
-0.46 -0.24 0.00
0.48 0.29 0.00
1.71 -2.93 0.00
0.30 0.89 -1.62
-0.97 0.01 0.28
0.91 0.54 0.00
-0.97 0.01 -0.28
0.30 0.89 1.62
-0.23 1.18 0.00
-0.11 -0.34 -0.90
-0.05 0.27 -0.24
-0.08 -0.24 0.62
-0.03 0.39 0.06
0.22 -0.42 0.00
-0.76 -0.36 0.00
-0.08 -0.24 -0.62
-0.03 0.39 -0.06
-0.05 0.27 0.24
-0.11 -0.34 0.90

Molar mass in g mol⁻¹: 119.61
Maximum force in hartree/bohr: 0.066
Multiplicity: 2
Highest occupied orbital energy (spin up / spin down) in Ha: -0.2914 / -0.3867
Energy relative to the best compared isomer or geometry (same formula, charge and spin) in kcal per mole: 18.0
Orbital gap (spin up / spin down) in eV: 8.85 / 10.77
⟨S²⟩: 0.7533
DFT total energy in eV: -18936.85559
Net charge: 0

---

No. 2
C6H12Cl4O2 | ωB97M-V with the def2-TZVPD basis set

Positions of all 24 atoms, in Å:
C -2.1240 0.4536 1.0693
Cl -3.0264 0.4686 2.6647
Cl -1.6104 -1.2324 0.6557
H -2.8961 0.7093 0.3437
H -1.2327 1.0735 1.1669
C 0.1177 -2.8628 0.9161
Cl -0.8643 -3.8418 -0.1929
Cl 1.8713 -3.1294 0.5865
H -0.2199 -1.8523 0.6855
H -0.1166 -3.0934 1.9553
O -1.0625 0.1759 -1.5314
C 0.0842 -0.0906 -1.1841
O 1.1753 0.7656 -1.0332
C 0.8570 2.2047 -1.1498
C 1.3077 2.9802 0.0450
C 0.4304 -1.5470 -0.7457
H -0.2068 2.4070 -1.2741
H 1.4292 2.4034 -2.0560
H 0.8577 2.7461 1.0098
H 1.2182 4.0391 -0.1976
H 2.3678 2.8826 0.2790
H -0.4745 -2.1447 -0.6360
H 1.0668 -1.5088 0.1384
H 1.0509 -2.0064 -1.5151

Cartesian forces, eV/Å:
-1.28 -0.92 0.69
0.72 0.03 -0.77
-7.06 4.40 2.80
0.68 0.39 -0.02
-0.39 -0.05 -0.24
1.11 -4.77 3.45
-0.57 -2.49 1.05
0.40 -2.13 1.91
2.60 -2.23 2.55
0.23 -0.66 -0.05
2.32 1.12 -0.03
-0.21 -1.38 -0.29
-2.77 -0.26 0.33
0.50 -1.03 -0.39
1.42 0.42 0.49
1.98 5.21 -5.45
0.02 -0.57 -0.43
-0.29 0.91 0.09
-0.68 -0.01 -0.30
-0.43 0.09 0.21
0.24 -0.32 -0.39
1.36 1.84 -2.99
0.02 2.14 -1.95
0.07 0.27 -0.28

Molar mass in g mol⁻¹: 257.97
Maximum force in hartree/bohr: 0.171
Multiplicity: 1
Highest occupied orbital energy in Ha: -0.3578
Energy relative to the best compared isomer or geometry (same formula, charge and spin) in kcal per mole: 174.8
Orbital gap in eV: 10.21
DFT total energy in eV: -60593.75041
Net charge: 0

---

No. 3
C6H12ClIO2PW | ωB97M-V with the def2-TZVPD basis set

Positions of all 24 atoms, in Å:
C -0.2200 0.7982 -3.1357
I -2.6980 -0.7158 -1.0358
H 0.6578 1.3599 -3.5059
H -1.1057 1.2569 -3.6062
H -0.1741 -0.2430 -3.4992
W -0.4552 0.6986 -1.0135
P 0.2718 -0.5567 0.9907
C -0.6190 -2.0310 1.5286
C 1.2988 -0.9738 -0.4343
H 1.9932 0.7369 2.0714
H 1.8085 -0.8943 2.8033
H 0.6264 0.4043 3.1359
C 1.2745 -0.0315 2.3662
H 2.3427 -0.7984 -0.1393
H 1.1496 -2.0269 -0.6710
H 0.1086 -2.7235 1.9952
H -1.1361 -2.5021 0.6845
H 1.1359 -0.3566 -1.3643
H -1.3778 -1.7288 2.2569
C -1.1933 0.7800 1.0100
O -1.9174 1.2447 1.8230
Cl 1.3534 2.1519 -0.7303
O -1.7979 3.5959 -0.6558
C -1.3269 2.5553 -0.8745

Cartesian forces, eV/Å:
-0.92 -0.11 -0.27
-1.13 -0.34 -0.32
-0.07 -0.35 0.51
0.07 -0.18 0.16
0.08 0.04 -0.13
3.01 2.92 -1.46
1.77 -3.15 2.51
-0.34 -0.06 -0.26
0.17 -0.50 -0.24
0.03 -0.04 -0.04
-0.25 0.10 -0.35
0.02 -0.13 0.03
0.27 0.86 0.42
-0.08 0.28 -0.33
-0.09 -0.10 -0.16
-0.27 0.31 -0.19
0.31 -0.11 0.27
0.95 -0.77 -0.35
0.11 -0.12 0.19
-4.90 3.38 2.62
3.52 -2.31 -2.69
-1.00 -0.79 0.66
2.44 -5.03 -1.15
-3.71 6.21 0.57

Molar mass in g mol⁻¹: 493.33
Maximum force in hartree/bohr: 0.141
Multiplicity: 3
Highest occupied orbital energy (spin up / spin down) in Ha: -0.7940 / -0.8315
Orbital gap (spin up / spin down) in eV: 6.16 / 5.84
⟨S²⟩: 2.0591
DFT total energy in eV: -42212.31957
Net charge: +3

---

No. 4
C6H12ClLiO10S2 | ωB97M-V with the def2-TZVPD basis set

Positions of all 32 atoms, in Å:
Li 10.3009 10.8080 24.6411
Cl 9.0908 11.2422 22.5231
O 12.2106 10.6361 24.0075
C 13.5238 10.0676 24.1254
C 14.1333 9.3340 22.8637
O 14.0144 9.7641 21.4952
H 13.6760 9.4572 25.0156
H 14.1177 10.9670 24.2883
H 13.6859 8.3440 22.7746
H 15.1692 9.0936 23.1031
C 5.9392 11.0689 26.3144
C 6.7952 10.2459 27.3010
O 7.8376 11.0470 27.8429
S 8.1318 12.2996 26.8438
O 8.9572 11.8953 25.7033
O 8.4789 13.4995 27.5395
O 6.5104 12.3504 26.4806
H 4.8748 11.1553 26.5323
H 6.0853 10.7234 25.2909
H 7.2557 9.4578 26.7051
H 6.1825 9.9321 28.1461
C 11.1892 6.9241 23.6009
C 10.5707 5.6673 24.3060
O 9.5258 6.2405 25.0076
S 9.1114 7.7908 24.7224
O 9.5071 8.7001 25.8019
O 7.7670 7.8902 24.0966
O 10.1315 7.8449 23.4470
H 11.6587 6.7711 22.6292
H 11.8680 7.3512 24.3391
H 11.3057 5.2299 24.9816
H 10.0754 4.9487 23.6530

Cartesian forces, eV/Å:
1.45 0.04 -1.52
-0.49 -0.10 0.51
-0.11 -1.64 1.14
-1.60 2.37 -1.86
-1.23 0.08 -2.61
0.57 0.35 2.35
0.02 -0.83 0.43
1.05 0.23 0.12
-0.65 -1.11 0.84
0.98 0.20 0.56
1.12 0.25 -0.01
-0.58 -1.08 -0.41
0.87 1.19 -0.30
-0.38 -0.98 -1.84
-2.11 0.62 2.68
-0.59 -1.09 -0.09
1.39 2.01 -0.57
0.17 -0.06 0.24
-0.01 0.00 -0.05
-0.09 -0.40 0.57
0.33 -0.37 -0.06
0.48 -0.43 0.88
0.67 1.07 -1.77
-2.61 1.08 3.01
0.04 0.69 -3.96
-0.91 -1.93 -1.46
2.91 -0.51 2.67
-1.53 0.50 0.98
-0.05 0.11 0.24
0.54 0.13 -0.44
-0.20 -0.13 -0.03
0.55 -0.24 -0.25

Molar mass in g mol⁻¹: 350.68
Maximum force in hartree/bohr: 0.080
Multiplicity: 1
Highest occupied orbital energy in Ha: 0.0535
Energy relative to the best compared isomer or geometry (same formula, charge and spin) in kcal per mole: 0.0
Orbital gap in eV: 2.41
DFT total energy in eV: -61284.83550
Net charge: -2

---

No. 5
C6H12ClN2 | ωB97M-V with the def2-TZVPD basis set

Positions of all 21 atoms, in Å:
Cl -0.9938 2.7876 0.5307
C -0.5577 1.1065 1.0585
C 1.0560 0.9297 0.7348
N 1.1321 -0.1661 -0.2483
C 0.2434 0.3165 -1.4478
C -1.2572 0.1593 -1.0390
N -1.2774 0.0151 0.4184
C -0.6584 -1.2728 0.8705
C 0.6162 -1.4724 0.1115
H -0.7567 1.0157 2.1735
H 1.4033 1.8197 0.2068
H 1.5679 0.7125 1.7069
H 2.0280 -0.0806 -0.6680
H 0.4398 -0.2224 -2.3899
H 0.5079 1.3588 -1.6055
H -1.9493 1.0383 -1.4233
H -1.7656 -0.7781 -1.4109
H -1.3076 -2.1261 0.7658
H -0.3514 -1.0930 1.9911
H 1.4309 -1.9909 0.5668
H 0.4497 -2.0571 -0.9026

Cartesian forces, eV/Å:
-0.18 -1.11 0.30
1.42 -0.17 0.97
-2.14 0.46 1.88
-1.77 2.09 -2.59
-0.97 0.22 -0.52
-1.23 -0.03 -0.43
-0.44 0.53 0.17
0.65 1.89 2.23
0.65 -2.34 -2.60
0.42 0.41 -1.43
0.26 -0.11 0.54
-0.04 0.07 -1.18
1.35 -0.99 -0.11
0.43 -0.13 0.72
-0.04 0.06 0.03
1.72 -1.65 0.98
0.89 0.93 -0.02
-0.38 -0.05 0.10
-1.00 -0.65 -1.92
0.15 -0.63 0.93
0.23 1.21 1.95

Molar mass in g mol⁻¹: 147.63
Maximum force in hartree/bohr: 0.073
Multiplicity: 1
Structure (SMILES): Cl[C@@H]1C[NH+]2CCN1CC2
Highest occupied orbital energy in Ha: -0.4927
Energy relative to the best compared isomer or geometry (same formula, charge and spin) in kcal per mole: 34.0
Orbital gap in eV: 10.28
DFT total energy in eV: -21911.25502
Net charge: +1

---

No. 6
C6H12EuO4 | ωB97M-V with the def2-TZVPD basis set

Positions of all 23 atoms, in Å:
C -1.7284 -0.5687 2.8054
H -2.5482 -0.8673 2.1476
H -1.8632 0.4732 3.1030
H -0.6829 -0.7801 2.5646
O -2.0501 -1.3414 4.0937
C -1.3049 -2.2036 4.5570
H -1.6881 -2.8039 5.3893
H -0.3385 -2.4268 4.0815
O -0.8147 0.6765 -0.0818
C -0.8396 -0.4944 -0.9348
C 0.5557 -0.8083 -1.4005
O 0.8871 0.1649 -2.4540
C 1.9717 1.0703 -2.3133
C 1.5530 2.3432 -3.0586
O 0.3066 2.8014 -2.6479
Eu -1.0380 1.4983 -1.9268
H -1.2947 -1.3812 -0.4549
H 0.6365 -1.8135 -1.8437
H 1.3310 -0.6914 -0.6151
H 2.9036 0.6477 -2.7269
H 2.1305 1.2947 -1.2433
H 1.5662 2.1128 -4.1464
H 2.3492 3.0977 -2.8943

Cartesian forces, eV/Å:
-0.08 0.37 0.86
0.63 -0.12 -0.15
0.09 -0.22 -0.08
-0.47 -0.10 -0.45
-0.06 0.10 -0.23
-0.02 -0.37 -0.49
0.17 0.36 0.02
-0.16 0.12 0.20
0.34 -0.80 1.30
0.43 -1.24 1.19
0.52 -0.31 0.26
-0.65 -0.17 -0.15
0.52 0.43 0.27
1.27 0.06 -0.56
1.50 1.12 -0.52
-2.82 0.03 -1.20
-0.11 0.48 -0.30
-0.06 0.34 0.09
-0.27 -0.04 -0.23
-0.31 0.11 0.09
-0.05 -0.08 -0.25
-0.10 0.14 0.39
-0.32 -0.21 -0.05

Molar mass in g mol⁻¹: 300.12
Maximum force in hartree/bohr: 0.060
Multiplicity: 7
Highest occupied orbital energy (spin up / spin down) in Ha: -0.3602 / -0.3596
Energy relative to the best compared isomer or geometry (same formula, charge and spin) in kcal per mole: 0.0
Orbital gap (spin up / spin down) in eV: 3.90 / 3.88
⟨S²⟩: 12.0928
DFT total energy in eV: -33923.61292
Net charge: +1

---

No. 7
C6H12F34K2N2O14P5S4 | ωB97M-V with the def2-TZVPD basis set

Positions of all 79 atoms, in Å:
K -1.1816 -2.0050 3.3020
K 3.4648 -0.8866 0.6810
N 4.5631 3.8520 -1.5543
S 3.2205 3.6571 -0.7552
O 2.0155 3.8996 -1.5140
O 3.2140 4.0439 0.6290
F 3.2377 2.0453 -0.6402
S 4.5623 5.4852 -1.7289
O 4.7443 6.2860 -0.5519
O 3.8175 5.9653 -2.8451
F 6.0495 5.5280 -2.3893
N 3.8268 -2.7222 2.5878
S 2.6262 -3.7094 2.8175
O 2.7447 -4.5466 3.9918
O 1.9100 -4.1963 1.6685
F 1.6752 -2.5592 3.4427
S 4.9667 -3.8697 2.0859
O 4.6929 -4.6834 0.9575
O 5.7778 -4.4103 3.1498
F 5.9149 -2.7179 1.4736
P 0.0486 0.4640 1.1492
F 0.6123 0.2497 -0.3555
F 1.5800 0.8275 1.5588
F -0.2400 2.0209 0.8527
F -0.3820 0.6225 2.7078
F -1.4581 0.0985 0.7399
F 0.4363 -1.1045 1.4088
P 2.4545 -3.2055 -2.1813
F 2.0838 -1.6045 -2.1923
F 3.8252 -3.0123 -3.0259
F 3.3709 -2.9872 -0.8153
F 2.7176 -4.8035 -2.1126
F 1.1657 -3.3800 -1.2397
F 1.5454 -3.4055 -3.5048
P -2.4343 -4.2383 0.9262
F -3.9699 -4.3851 0.3867
F -2.3296 -5.8691 0.7464
F -1.9209 -4.0247 -0.5841
F -0.8479 -4.2032 1.3636
F -2.6545 -2.6389 1.1396
F -2.8756 -4.5446 2.4840
P -2.1474 4.1418 4.1331
F -0.9392 3.4828 4.9505
F -1.9171 3.1991 2.8541
F -3.2174 3.0616 4.6925
F -3.4496 4.8680 3.3798
F -2.3977 5.1131 5.4227
F -1.2248 5.2979 3.4601
P 1.5176 0.1546 6.3250
F 2.2520 0.6730 4.9956
F 2.2789 -1.3013 6.1927
F 2.7472 0.6586 7.2544
F 0.7744 -0.3983 7.6820
F 0.7630 1.5556 6.4765
F 0.2917 -0.4851 5.4291
C -2.2888 -0.9464 -2.0061
O -1.9701 -1.0584 -3.4011
C -2.7383 -1.7838 -4.1822
O -3.6764 -2.4556 -3.8643
O -2.2739 -1.6128 -5.4388
C -2.7317 -2.5792 -6.3553
H -2.6074 0.0788 -1.8263
H -1.4084 -1.2098 -1.4259
H -3.0795 -1.6271 -1.6922
H -2.2545 -3.5600 -6.2943
H -2.4827 -2.1778 -7.3396
H -3.8097 -2.7332 -6.2806
C -5.0585 3.2503 -4.0595
O -3.8003 3.8828 -3.9263
C -3.0700 3.4596 -2.8802
O -3.5323 3.1136 -1.8393
O -1.7815 3.5768 -3.1602
C -0.9405 2.6523 -2.4387
H -5.2311 2.9872 -5.1039
H -5.8338 3.9602 -3.7533
H -5.1750 2.3631 -3.4398
H 0.0958 2.7389 -2.7466
H -1.2391 1.6341 -2.7013
H -1.0145 2.6934 -1.3531

Cartesian forces, eV/Å:
0.58 0.31 -0.12
-0.74 0.41 -0.32
-0.14 2.51 0.12
-3.51 -2.82 2.20
1.08 0.25 0.15
0.53 0.25 -1.01
0.60 0.62 -0.47
2.96 -0.55 -1.28
-0.58 -0.33 -0.45
-0.80 0.34 0.28
0.18 -0.10 0.26
2.35 -3.05 -1.22
-4.85 0.32 2.22
0.62 -0.40 -1.08
1.16 0.36 1.01
0.03 -0.19 -0.62
1.87 2.38 0.60
-0.38 -0.36 0.21
-0.67 0.20 -0.44
0.26 0.04 -0.09
1.18 1.34 0.23
-0.68 0.05 -0.55
0.45 0.19 0.41
-0.01 -0.45 0.00
-0.18 -0.39 -0.51
-0.04 -0.48 -0.07
-0.60 -0.39 0.23
-1.26 0.22 1.71
1.18 -0.28 -0.47
-0.40 0.28 -0.48
-0.04 0.13 -0.46
0.28 0.10 -0.21
0.00 -0.42 -0.13
0.49 0.00 -0.38
1.18 -1.76 -1.23
-0.06 0.51 0.55
0.21 0.09 -0.01
-0.56 0.26 0.08
-1.42 0.55 0.64
0.22 -0.59 0.29
-0.08 0.83 -0.17
-0.55 0.16 -1.06
-0.09 0.02 -0.46
0.11 0.29 0.28
0.02 -0.20 0.73
0.15 0.06 0.12
-0.39 0.25 0.22
0.31 -0.18 0.37
0.04 -1.16 -0.53
0.00 -0.12 0.22
-0.16 0.41 0.11
0.22 0.38 0.15
-0.12 0.03 0.01
-0.04 -0.17 0.13
0.02 0.31 0.23
-0.31 -0.23 0.80
-0.10 -0.03 -0.48
0.88 0.76 1.06
-0.65 -0.50 -0.34
0.07 -0.58 -0.29
-0.33 0.07 -0.88
0.19 -0.01 0.11
0.14 0.26 -0.19
-0.01 -0.06 -0.35
0.22 0.13 0.52
-0.11 0.02 0.00
0.01 0.09 0.05
-0.79 0.47 0.27
-0.08 -0.25 -1.09
1.10 0.50 0.70
-0.64 -0.71 0.35
-0.05 0.01 -0.49
0.32 -1.35 0.58
0.26 0.06 -0.05
-0.07 -0.09 -0.02
0.31 0.02 0.07
-0.12 0.65 -0.08
-0.12 0.08 -0.15
-0.06 0.58 -0.06

Molar mass in g mol⁻¹: 1343.43
Maximum force in hartree/bohr: 0.104
Multiplicity: 1
Highest occupied orbital energy in Ha: 0.0004
Orbital gap in eV: 7.74
DFT total energy in eV: -252921.47118
Net charge: -5

---

No. 8
C6H12F3NS2 | ωB97M-V with the def2-TZVPD basis set

Positions of all 24 atoms, in Å:
C -1.0748 1.9487 1.3862
C -0.9411 1.4133 -1.0066
C 0.4703 -2.8439 1.5541
C 1.6318 -1.1041 -1.7277
C 0.7722 0.5723 0.5019
C 1.5371 0.7723 1.8098
N -0.1719 1.6250 0.2458
F 2.1392 1.9534 1.8836
F 0.7355 0.6150 2.8297
F 2.4932 -0.1175 1.9639
S -0.3744 -1.3827 0.7646
S 1.9044 0.4146 -0.7572
H -1.8899 2.4732 1.0033
H -1.1547 1.1156 2.0427
H -0.5284 2.6873 1.9554
H -1.2961 2.3710 -1.3755
H -0.2533 0.9876 -1.8144
H -1.8122 0.8405 -0.6210
H 0.8038 -3.4162 0.7859
H -0.2481 -3.3595 2.2365
H 1.2885 -2.5112 2.2216
H 0.6516 -1.1717 -2.1931
H 1.7946 -1.8860 -1.0823
H 2.4282 -1.0185 -2.4215

Cartesian forces, eV/Å:
3.12 0.57 -0.66
0.61 -0.25 0.65
-1.68 2.53 3.26
-1.11 1.81 0.17
0.62 2.91 0.45
-0.41 -0.41 -2.20
-0.21 -0.48 -0.11
0.06 1.18 0.35
-1.01 0.19 2.19
1.08 -1.31 0.11
-0.45 -2.70 0.81
1.53 0.29 -1.61
-1.84 0.19 -0.37
-1.23 -0.72 0.26
0.09 0.32 0.49
-0.07 0.16 0.03
-1.38 0.20 1.26
0.20 -0.30 -1.40
0.94 -2.01 -2.14
0.36 0.11 -0.91
-0.23 0.03 -0.69
0.04 0.07 -0.17
0.39 -2.20 1.15
0.57 -0.18 -0.90

Molar mass in g mol⁻¹: 219.30
Maximum force in hartree/bohr: 0.087
Multiplicity: 3
Highest occupied orbital energy (spin up / spin down) in Ha: -0.2177 / -0.3118
Orbital gap (spin up / spin down) in eV: 6.49 / 6.04
⟨S²⟩: 2.0062
DFT total energy in eV: -37724.84799
Net charge: 0

---

No. 9
C6H12F3O3 | ωB97M-V with the def2-TZVPD basis set

Positions of all 24 atoms, in Å:
C 2.7239 0.2145 0.1243
F 3.0196 1.0151 -0.8848
F 3.5067 -0.8495 0.0962
F 2.8796 0.8563 1.2690
C 0.2570 -0.5389 -0.0944
O -1.2951 -0.9518 -0.2491
H 0.6707 -0.9225 -1.0411
H 0.1285 0.5475 -0.0233
H 0.5261 -1.0318 0.8525
C -1.5796 -2.2662 -0.4723
O -2.9261 -2.5322 -0.1997
C -3.2833 -3.8799 -0.4170
C -4.7073 -4.1340 0.0406
O -4.8454 -4.3890 1.4172
C -4.6921 -3.2716 2.2568
H -0.9345 -2.9144 0.1627
H -1.3430 -2.4815 -1.5329
H -2.5998 -4.5541 0.1306
H -3.2036 -4.1196 -1.4929
H -5.3421 -3.2805 -0.2610
H -5.0779 -5.0313 -0.4724
H -5.3545 -2.4456 1.9450
H -3.6541 -2.9020 2.2579
H -4.9623 -3.5834 3.2730

Cartesian forces, eV/Å:
1.31 0.41 0.12
-0.31 -0.06 -0.06
-0.27 -0.17 -0.03
-0.31 -0.06 0.02
-4.37 -1.61 -0.47
1.63 2.26 0.84
0.41 0.35 0.71
0.39 -0.48 -0.09
0.42 0.26 -0.60
1.21 -1.10 -0.41
0.06 0.68 0.21
0.27 -0.26 -0.21
-0.16 0.17 -0.18
-0.07 -0.35 -0.02
0.17 0.43 0.19
-0.18 -0.04 -0.09
-0.22 -0.40 0.00
-0.15 0.11 -0.10
0.00 0.04 0.19
0.16 -0.16 0.04
0.09 0.18 0.15
0.16 -0.17 0.07
-0.29 -0.04 0.01
0.04 0.03 -0.29

Molar mass in g mol⁻¹: 189.15
Maximum force in hartree/bohr: 0.091
Multiplicity: 2
Highest occupied orbital energy (spin up / spin down) in Ha: -0.3479 / -0.3476
Energy relative to the best compared isomer or geometry (same formula, charge and spin) in kcal per mole: 17.3
Orbital gap (spin up / spin down) in eV: 10.17 / 8.17
⟨S²⟩: 0.7520
DFT total energy in eV: -20707.17393
Net charge: 0